Record 1
Density functional theory data (ωB97M-V/def2-TZVPD) for a single C15H24O3 molecule at a distorted geometry.

The geometry in XYZ format:
```
42
Properties=species:S:1:pos:R:3:nbo_charge:R:1
C -0.4416 0.0332 2.9769 -0.622
C -1.0141 -0.6569 1.7042 -0.195
C -2.5188 -0.7100 1.9118 -0.413
C -3.2599 0.5010 2.1352 -0.461
C -2.9016 1.4284 1.0819 -0.051
C -1.8595 1.1892 0.1393 -0.154
C -1.6914 2.2987 -0.8314 0.760
O -2.0257 3.4462 -0.5414 -0.622
O -1.1561 2.0004 -1.9895 -0.665
C -0.8438 0.0157 0.3067 -0.066
C -1.1109 -0.9361 -0.8090 -0.412
C 0.2195 -1.5713 -1.2182 -0.413
C 1.3017 -0.7264 -0.6253 -0.261
C 2.5440 -0.3581 -1.5154 0.292
C 3.5183 0.5810 -0.9420 -0.637
C 3.2380 -1.7216 -1.8973 -0.625
O 2.2585 0.2609 -2.7944 -0.751
C 0.6447 0.4159 0.0289 -0.410
H 0.6073 -0.1205 3.1098 0.216
H -0.9775 -0.3762 3.8643 0.209
H -0.6798 1.0659 3.0731 0.213
H -0.6434 -1.7225 1.6182 0.215
H -3.0717 -1.3134 1.2258 0.213
H -2.7740 -1.2756 2.8360 0.201
H -4.3427 0.3425 2.0332 0.230
H -3.0109 0.9229 3.1066 0.219
H -3.5150 2.3388 1.1188 0.223
H -1.1539 2.8642 -2.4217 0.501
H -1.4778 -0.3871 -1.7213 0.232
H -1.8245 -1.7631 -0.6053 0.220
H 0.4022 -1.5024 -2.3651 0.221
H 0.3667 -2.6464 -1.0539 0.208
H 1.6626 -1.4593 0.1029 0.203
H 4.3761 0.6132 -1.6030 0.222
H 3.2010 1.6197 -0.8201 0.208
H 3.8235 0.1488 0.0354 0.209
H 2.7223 -2.2449 -2.6560 0.221
H 3.1288 -2.3726 -1.0306 0.204
H 4.2741 -1.6174 -2.3213 0.216
H 2.1370 1.2115 -2.7518 0.467
H 1.2579 0.9650 0.8362 0.227
H 0.6101 1.2186 -0.7314 0.208
```

Properties
gap between HOMO and LUMO = 9.65 eV
multiplicity = 1
energy relative to the best compared isomer or geometry (same formula, charge and spin) = 111.6 kJ/mol
lowest unoccupied orbital energy = 0.0226 hartree


Record 2
Density functional theory data (ωB97M-V/def2-TZVPD) for a single C15H24O6 molecule at a distorted geometry.

The geometry in XYZ format:
```
45
Properties=species:S:1:pos:R:3:nbo_charge:R:1
O -1.5594 2.8913 0.3246 -0.571
C -1.3634 1.8383 0.7789 0.817
C -1.8451 0.5137 0.4399 -0.478
C -2.8100 0.6187 -0.5433 -0.428
C -3.4164 -0.6083 -1.0300 -0.453
C -2.2720 -1.7427 -1.0785 0.816
O -2.1245 -2.8145 -0.6192 -0.605
O -1.5868 -1.3980 -2.1342 -0.587
C -0.2577 -2.0527 -2.7933 -0.025
C 0.8942 -1.5567 -1.9269 0.049
C 1.9313 -2.4177 -1.9364 -0.502
C 1.8456 -3.2132 -0.8648 -0.458
C 0.7537 -2.4796 0.1492 0.007
O 0.6895 -1.4723 -0.4897 -0.508
O -0.4330 1.6926 1.7941 -0.559
C 0.2587 2.9631 2.2276 -0.151
C 1.6869 2.7706 2.2224 0.078
C 2.3634 1.3531 2.6879 -0.422
C 3.3525 0.7481 1.6106 -0.369
C 2.5140 1.4022 0.2697 -0.019
O 2.1315 2.7213 0.5498 -0.604
H -2.5681 0.3444 1.4961 0.207
H -0.9900 -0.0105 0.3689 0.274
H -2.2036 0.9875 -1.2429 0.217
H -3.6484 1.4681 -0.3817 0.225
H -3.9040 -1.0744 -0.0069 0.189
H -4.2156 -0.7143 -1.7679 0.256
H -0.6279 -3.1976 -2.2904 0.206
H -0.4852 -2.0161 -3.6649 0.167
H 0.8837 -0.4487 -2.1290 0.229
H 2.9962 -1.7924 -1.9245 0.215
H 2.0810 -2.9164 -2.9058 0.244
H 1.4290 -4.3182 -1.0831 0.207
H 2.7494 -3.6446 -0.0628 0.231
H 1.2500 -2.2541 1.1397 0.157
H -0.0298 -3.0742 0.1642 0.164
H -0.1708 3.9703 1.5555 0.281
H 0.0622 3.2096 3.4202 0.203
H 2.2890 3.6202 2.5049 0.214
H 2.8690 1.6893 3.4878 0.197
H 1.4170 0.7892 3.0385 0.225
H 3.3181 -0.1990 1.5791 0.203
H 4.0250 1.2950 1.5177 0.175
H 3.0399 1.3662 -0.5865 0.165
H 1.3953 0.7331 0.1284 0.120
```

Properties
gap between HOMO and LUMO = 9.54 eV
multiplicity = 1
energy relative to the best compared isomer or geometry (same formula, charge and spin) = 1533.9 kJ/mol
lowest unoccupied orbital energy = 0.0263 hartree


Record 3
Density functional theory data (ωB97M-V/def2-TZVPD) for a molecular structure, C15H25Ag2CuNO10 at a distorted geometry.

The geometry in XYZ format:
```
54
Properties=species:S:1:pos:R:3:nbo_charge:R:1
Ag 21.8069 -1.0670 26.2165 1.000
Ag 19.2976 -4.3784 22.4858 0.979
Cu 22.3252 -7.3784 19.0785 1.000
O 20.3202 -3.2736 19.4218 -0.302
C 20.3946 -1.8277 19.3060 -0.202
C 21.1216 -0.9119 20.4348 -0.201
O 20.8810 -1.2265 21.8240 -0.289
H 19.3884 -1.4105 19.2654 0.265
H 20.7359 -1.4267 18.3517 0.231
H 21.0213 0.1215 20.1030 0.261
H 22.1820 -0.9461 20.1850 0.258
C 19.7042 -0.1125 13.3764 -0.490
N 19.4041 0.7861 12.2193 0.519
O 19.3351 0.2733 11.1393 -0.343
O 19.5973 1.9954 12.3133 -0.375
H 20.6533 0.2702 13.7516 0.232
H 19.7724 -1.1778 13.1559 0.228
H 18.8192 0.0566 13.9899 0.229
O 26.0817 -1.8236 24.2295 -0.651
C 27.1752 -1.8968 23.6677 0.801
O 28.2856 -2.3667 24.2434 -0.452
C 29.3886 -2.0971 23.4638 -0.075
C 29.0000 -1.3424 22.2165 -0.443
C 27.4855 -1.3912 22.3068 -0.529
H 29.6989 -3.1106 23.2096 0.188
H 30.1082 -1.6268 24.1339 0.215
H 29.3150 -1.9550 21.3717 0.231
H 29.4217 -0.3401 22.1416 0.243
H 27.0275 -2.1493 21.6714 0.227
H 26.8857 -0.5062 22.0942 0.247
O 17.3250 4.3947 15.9667 -0.566
C 18.2334 4.8921 16.5421 0.784
O 19.0992 4.2245 17.1745 -0.490
C 19.9833 4.9724 17.9722 -0.067
C 19.9362 6.2837 17.2350 -0.430
C 18.5031 6.3579 16.7618 -0.534
H 20.9515 4.4760 17.9066 0.190
H 19.5804 5.0517 18.9819 0.174
H 20.6854 6.2923 16.4434 0.220
H 20.2835 7.0561 17.9212 0.221
H 18.2634 7.0121 15.9236 0.262
H 17.8850 6.7058 17.5895 0.237
O 12.1547 2.5430 19.0245 -0.520
C 12.6499 1.4944 19.3652 0.769
O 12.3282 0.9604 20.5927 -0.488
C 12.9405 -0.3573 20.7167 -0.075
C 13.2411 -0.8231 19.2145 -0.418
C 13.3233 0.4869 18.5263 -0.540
H 12.2777 -1.0186 21.2749 0.198
H 13.7934 -0.2449 21.3861 0.156
H 12.4313 -1.4990 18.9400 0.231
H 14.2454 -1.2452 19.2491 0.194
H 12.9140 0.3855 17.5212 0.263
H 14.3777 0.7495 18.4393 0.229
```

Properties
gap between HOMO and LUMO (spin up / spin down) = 1.67 / 1.68 eV
multiplicity = 3
total charge = +3
lowest unoccupied orbital energy (spin up / spin down) = -0.4473 / -0.4468 hartree


Record 4
Density functional theory data (ωB97M-V/def2-TZVPD) for a molecular structure, C15H25BrCl20N3O5P2S2 at a distorted geometry.

The geometry in XYZ format:
```
73
Properties=species:S:1:pos:R:3:mulliken_charge:R:1
C -2.5378 -1.3372 3.3581 -1.187
C -3.3776 -0.6869 2.2180 -0.076
C -2.5053 -0.1875 1.0065 -0.132
O -1.3293 -1.0313 0.9793 -0.294
C -0.3667 -0.5203 0.0695 -1.618
N 0.4974 0.4800 0.7844 0.542
P 0.2259 2.0681 -0.0956 0.143
N 0.8600 2.1298 -1.5393 -0.426
C 1.9342 0.1230 0.9445 -0.469
Br 3.0822 1.7793 0.9329 0.008
C 2.1679 -0.4323 2.4134 -1.059
S 1.8154 0.8503 3.7115 -0.174
C 3.4239 1.5079 4.3143 -0.264
C 3.1984 3.0515 4.5826 -0.983
C 2.5325 -0.8203 -0.1915 0.406
O 3.4447 -0.0988 -0.9862 -0.361
S 3.5009 -2.2569 0.4803 -0.119
O 1.5865 -1.3322 -1.1371 -0.347
C 0.3468 -1.7234 -0.5904 0.556
O 0.3966 -2.8569 0.2292 -0.600
P -0.7860 -2.1907 -2.0793 0.267
N -0.0138 -1.6685 -3.5463 -0.199
O -0.8529 -3.8923 -2.0849 -0.559
H -3.2601 -1.6752 4.1335 0.421
H -1.8843 -0.5970 3.8663 0.256
H -1.9880 -2.2447 3.0517 0.238
H -4.0952 -1.4178 1.8122 0.124
H -3.8722 0.2083 2.6442 0.290
H -3.0626 -0.2098 0.0510 0.228
H -2.2167 0.8621 1.2519 0.063
H -0.9632 -0.0161 -0.7273 0.772
H 0.0190 0.6311 1.6930 0.695
H -1.1998 2.1442 -0.2420 0.205
H 0.5768 3.1124 0.7987 0.274
H 1.3857 1.2720 -1.7293 0.245
H 1.5933 -1.3602 2.5972 0.394
H 3.2428 -0.6583 2.5809 0.498
H 4.2534 1.3432 3.6004 0.200
H 3.6245 1.0534 5.2999 0.426
H 3.6324 3.6834 3.7879 0.241
H 2.1018 3.2464 4.5529 0.280
H 3.5201 3.3426 5.5979 0.336
H 4.2948 -0.5407 -0.9097 0.456
H 3.4859 -3.2132 -0.5141 0.267
H -0.4774 -3.2512 0.3284 0.537
H -0.7203 -1.8731 -4.2745 0.068
H 0.7594 -2.3014 -3.7692 0.307
H 0.0031 -4.2669 -1.8343 0.360
C 0.7799 6.4521 -1.1771 0.326
Cl 2.2997 6.0163 -0.3739 -0.099
Cl -0.0057 7.7656 -0.2869 -0.087
Cl 1.1119 6.9715 -2.8340 -0.079
Cl -0.2897 5.0357 -1.2100 -0.077
C 5.7082 -3.2625 3.6803 0.334
Cl 4.2138 -3.5014 4.6025 -0.094
Cl 5.4853 -3.8731 2.0313 -0.106
Cl 6.0902 -1.5304 3.6155 -0.103
Cl 7.0346 -4.1328 4.4610 -0.079
C -3.8562 -2.4460 -6.2008 0.362
Cl -2.3944 -2.1147 -5.2422 -0.201
Cl -3.9382 -4.1768 -6.5604 -0.088
Cl -5.2848 -1.9646 -5.2727 -0.079
Cl -3.7994 -1.5281 -7.7182 -0.107
C -0.7398 1.8970 -6.2661 0.157
Cl 0.7324 1.9356 -7.2521 -0.095
Cl -1.7015 3.3511 -6.5867 -0.104
Cl -1.6947 0.4596 -6.6847 -0.007
Cl -0.3019 1.8578 -4.5524 0.017
C -7.0920 -0.2881 0.4812 0.364
Cl -6.5296 1.3937 0.4608 -0.101
Cl -6.9206 -0.9456 2.1178 -0.100
Cl -8.7906 -0.3504 -0.0089 -0.087
Cl -6.1138 -1.2495 -0.6447 -0.103
```

Properties
gap between HOMO and LUMO = 8.54 eV
multiplicity = 1
total charge = +1
lowest unoccupied orbital energy = -0.1159 hartree


Total energy, respectively: -22085.348; -28213.773; -90520.746; -391395.497 eV.